Computed, not measured: a structure of composition C30H29F6N3O6S4Zr at a distorted geometry, with ωB97M-V/def2-TZVPD.

The geometry in XYZ format:
```
79
Properties=species:S:1:pos:R:3
Zr -0.595 0.041 -0.803
F -4.547 -1.115 -4.835
C -3.361 -0.593 -4.618
F -3.276 0.631 -5.099
F -2.415 -1.353 -5.126
S -3.129 -0.441 -2.778
O -1.671 -0.051 -2.641
O -4.058 0.490 -2.242
N -3.295 -1.962 -2.289
S -2.978 -2.172 -0.778
O -3.883 -2.915 0.007
O -2.454 -0.871 -0.213
C -1.308 -2.995 -0.725
F -0.680 -2.556 0.390
F -1.245 -4.287 -0.774
F -0.625 -2.386 -1.745
C 1.390 -1.000 -3.432
N 1.011 0.008 -2.422
C 1.370 1.227 -2.674
C 0.788 2.329 -1.987
C 1.033 3.682 -2.070
C 0.045 4.312 -1.284
C -0.753 3.317 -0.762
N -0.319 2.091 -1.173
C 2.205 -2.177 -2.957
C 2.482 -2.448 -1.628
C 3.229 -3.566 -1.271
C 3.707 -4.422 -2.249
C 3.436 -4.154 -3.586
C 2.693 -3.041 -3.936
H 1.938 -0.491 -4.229
H 0.459 -1.357 -3.884
H 2.085 1.431 -3.471
H 1.818 4.153 -2.637
H -0.090 5.370 -1.137
H -1.625 3.420 -0.135
H 2.118 -1.782 -0.859
H 3.441 -3.763 -0.229
H 4.291 -5.289 -1.977
H 3.810 -4.813 -4.358
H 2.493 -2.840 -4.982
O 1.041 -0.264 0.399
S 2.313 -0.334 1.281
C 1.738 -0.114 2.998
C 0.335 -0.642 3.314
C -0.476 0.328 4.180
C -0.871 1.662 3.556
S -1.979 1.675 2.152
O -1.198 0.881 1.094
C -3.338 0.708 2.688
C -3.278 -0.673 2.847
C -4.408 -1.339 3.285
C -5.570 -0.626 3.572
C -5.615 0.750 3.412
C -4.496 1.431 2.952
C 3.176 1.161 1.014
C 4.555 1.024 0.911
C 5.324 2.175 0.787
C 4.707 3.415 0.753
C 3.320 3.528 0.839
C 2.536 2.398 0.975
H 1.868 0.947 3.211
H 2.493 -0.663 3.562
H 0.429 -1.582 3.856
H -0.209 -0.862 2.395
H 0.090 0.578 5.081
H -1.374 -0.185 4.531
H -0.017 2.248 3.204
H -1.403 2.280 4.285
H -2.372 -1.218 2.620
H -4.388 -2.413 3.401
H -6.447 -1.155 3.916
H -6.524 1.294 3.625
H -4.530 2.501 2.794
H 5.021 0.048 0.923
H 6.399 2.095 0.709
H 5.309 4.308 0.654
H 2.852 4.501 0.796
H 1.455 2.473 1.027
```

Results
Gap between HOMO and LUMO, eV: 7.79
Total charge: +2
Electronic energy, Ha: -4014.8574

---

Computed, not measured: a structure of composition C30H29N4PdSSi, with ωB97M-V/def2-TZVPD.

The geometry in XYZ format:
```
66
Properties=species:S:1:pos:R:3
Pd 0.078 -0.266 -0.312
C -0.323 4.289 -1.788
N -1.366 3.305 -1.994
C -2.722 3.585 -2.046
C -3.380 2.436 -2.193
N -2.418 1.408 -2.222
C -1.129 1.953 -2.140
S 0.331 1.223 -2.342
C -2.788 0.048 -2.109
C -3.926 -0.382 -2.779
C -4.332 -1.696 -2.627
C -3.596 -2.536 -1.811
C -2.477 -2.011 -1.193
N -2.071 -0.749 -1.339
H -0.469 5.132 -2.466
H 0.632 3.814 -1.995
H -0.317 4.647 -0.760
H -3.110 4.589 -1.956
H -4.437 2.242 -2.239
H -4.462 0.297 -3.428
H -5.207 -2.057 -3.153
H -3.874 -3.571 -1.660
H -1.872 -2.621 -0.538
C 2.171 -4.293 1.871
C 0.975 -4.448 0.920
C 0.918 -3.374 -0.076
N 0.836 -2.500 -0.821
H 2.073 -4.984 2.709
H 2.226 -3.277 2.264
H 3.108 -4.510 1.354
H 0.041 -4.425 1.484
H 1.017 -5.402 0.399
C 5.891 0.231 -0.722
C 5.243 -0.920 -0.282
C 3.996 -0.830 0.326
C 3.355 0.402 0.540
C 4.022 1.541 0.067
C 5.268 1.462 -0.555
Si 1.577 0.464 1.291
C 1.604 2.242 2.059
C 0.565 3.137 1.786
C 0.548 4.429 2.314
C 1.579 4.855 3.142
C 2.621 3.979 3.441
C 2.628 2.696 2.903
C 1.817 -0.524 2.954
C 0.662 -0.928 3.643
C 0.720 -1.652 4.831
C 1.951 -2.025 5.364
C 3.115 -1.644 4.707
C 3.045 -0.897 3.528
H 6.863 0.167 -1.196
H 5.712 -1.889 -0.421
H 3.493 -1.743 0.636
H 3.555 2.515 0.187
H 5.755 2.366 -0.910
H -0.250 2.783 1.158
H -0.271 5.107 2.084
H 1.571 5.857 3.558
H 3.422 4.299 4.100
H 3.454 2.028 3.143
H -0.305 -0.673 3.213
H -0.197 -1.944 5.335
H 2.002 -2.610 6.278
H 4.082 -1.925 5.116
H 3.971 -0.605 3.040
```

Results
Gap between HOMO and LUMO, eV: 4.36
Total charge: -1
Electronic energy, Ha: -2195.2076
ΔE to the lowest compared entry with this formula, charge and spin, kcal per mole: 37.4